one | Entry from the OMol25 dataset: a 2-piece molecular cluster, C2H9NOS overall (ωB97M-V with the def2-TZVPD basis set).

Output
SMILES: NCO.CS
Total charge: 0
Frontier orbital gap (eV): 9.5
Spin multiplicity: 1

Structure (XYZ):
```
14
Properties=species:S:1:pos:R:3:lowdin_charge:R:1
N -1.8479 0.9952 0.1531 0.03
C -1.7273 0.6234 -1.1977 -0.36
O -1.3131 -0.7425 -1.3840 -0.07
H -1.6391 1.9520 0.3682 0.08
H -2.5994 0.5472 0.6253 0.07
H -2.6074 0.7767 -1.8449 0.11
H -0.8850 1.1548 -1.6485 0.11
H -2.0470 -1.3107 -1.2562 0.05
C 0.8989 -0.8703 1.5132 -0.46
S 2.1470 0.0156 0.4605 0.60
H 1.4278 -1.3947 2.3024 0.01
H 0.1947 -0.1244 1.8411 0.00
H 0.4528 -1.6209 0.8698 0.01
H 1.4347 -0.1271 -0.6497 -0.20
```


two | Entry from the OMol25 dataset: a 2-piece molecular cluster, C2H9NOS overall (ωB97M-V with the def2-TZVPD basis set).

Output
SMILES: NCO.CS
Total charge: 0
Frontier orbital gap (eV): 10.0
Spin multiplicity: 1

Structure (XYZ):
```
14
Properties=species:S:1:pos:R:3:lowdin_charge:R:1
N -1.0486 0.3198 -2.0117 0.02
C -2.1525 0.4363 -1.1212 -0.38
O -2.0338 1.3749 -0.0546 -0.08
H -0.1894 0.3105 -1.4596 0.03
H -0.9322 1.1677 -2.5610 0.07
H -2.3544 -0.5219 -0.5955 0.11
H -3.0042 0.6038 -1.7940 0.11
H -2.8248 1.8558 0.2088 0.08
C 2.5357 -0.8022 2.1018 -0.43
S 2.1159 -0.6737 0.2649 0.57
H 3.6089 -0.6235 2.1262 0.02
H 1.8841 -1.5981 2.4437 0.02
H 2.1694 0.1587 2.4795 0.01
H 2.2258 -2.0081 -0.0274 -0.15
```


Stability order, top to bottom: one, two


one | Entry from the OMol25 dataset: a 2-piece molecular cluster, C4H9O overall (ωB97M-V with the def2-TZVPD basis set).

Output
Total charge: -1
Frontier orbital gap (eV): 6.3
Spin multiplicity: 1

Structure (XYZ):
```
14
Properties=species:S:1:pos:R:3:lowdin_charge:R:1
C -2.6192 1.3498 -0.0721 -0.50
O -1.3371 1.3282 0.3339 -0.41
H -2.8388 0.9309 -1.1037 0.03
H -3.4978 0.9880 0.5180 0.02
H -2.9690 2.4159 -0.2172 0.02
C 1.0250 -0.2067 0.9654 -0.13
C 1.4683 -0.6361 -0.4312 -0.24
C 2.3054 -1.6094 -0.8028 -0.06
H 0.2488 0.5722 0.7608 0.01
H 0.7374 -1.0642 1.5698 0.06
H 1.7740 0.3879 1.5018 0.05
H 0.6614 -0.3469 -1.1039 0.09
H 2.2238 -1.8861 -1.8477 0.03
H 2.8179 -2.2234 -0.0711 0.04
```


two | Entry from the OMol25 dataset: a 2-piece molecular cluster, C4H9O overall (ωB97M-V with the def2-TZVPD basis set).

Output
Total charge: -1
Frontier orbital gap (eV): 5.9
Spin multiplicity: 1

Structure (XYZ):
```
14
Properties=species:S:1:pos:R:3:lowdin_charge:R:1
C -2.7429 -0.2676 0.9246 -0.51
O -2.0599 -0.5770 -0.2061 -0.45
H -2.5267 0.7613 1.3192 0.02
H -3.8518 -0.3292 0.7958 0.02
H -2.5071 -0.9224 1.8068 0.02
C 0.7488 0.2554 -1.0418 -0.12
C 2.1459 0.4825 -0.5427 -0.26
C 2.5839 0.1460 0.6585 -0.05
H 0.5118 1.1034 -1.6888 0.06
H 0.6679 -0.6811 -1.5906 0.07
H -0.0109 0.2299 -0.2574 0.05
H 2.8760 0.8809 -1.2073 0.06
H 3.5964 0.2750 1.0180 0.03
H 1.9411 -0.3477 1.3839 0.05
```


Stability order, top to bottom: two, one


one | Entry from the OMol25 dataset: an isolated ion of composition CH7N4S and charge +1 (ωB97M-V with the def2-TZVPD basis set).

Output
Total charge: +1
Frontier orbital gap (eV): 8.9
Spin multiplicity: 1

Structure (XYZ):
```
13
Properties=species:S:1:pos:R:3:lowdin_charge:R:1
C 0.0173 0.8505 -0.5509 -0.61
N -0.6641 0.7158 -1.6926 0.11
N -0.2885 -1.5541 -0.0587 -0.01
N -0.3641 -0.4237 0.6147 -0.18
N 0.5452 -0.1680 1.6474 0.04
S 0.8250 2.2269 -0.2554 0.99
H -1.2213 -0.1341 -1.7656 0.11
H -0.9128 1.3779 -2.4611 0.16
H -1.2209 -2.0806 -0.1555 0.16
H 0.5636 -2.1225 -0.2586 0.14
H 1.6964 1.6261 0.6012 -0.06
H 0.2469 0.6194 2.0911 0.05
H 0.7773 -0.9335 2.2440 0.11
```


two | Entry from the OMol25 dataset: a 2-piece molecular cluster, CH7N4S overall (ωB97M-V with the def2-TZVPD basis set).

Output
Total charge: +1
Frontier orbital gap (spin up / spin down) (eV): 6.6 / 6.5
Spin multiplicity: 1

Structure (XYZ):
```
13
Properties=species:S:1:pos:R:3:lowdin_charge:R:1
C -1.0592 -0.1225 0.1520 -0.30
N -1.3915 0.0725 1.4187 0.08
N -1.6772 -0.9578 -0.6734 0.06
N 1.5019 0.4120 -0.6489 -0.43
N 1.6691 1.6484 -0.5137 0.09
S 2.2209 -0.7925 0.2389 0.88
H -2.0620 -0.5915 1.8312 0.12
H -2.3553 -1.6893 -0.4774 0.10
H -0.8162 0.5477 2.0602 0.07
H 1.0983 2.0643 -1.2227 0.15
H 2.2062 1.9524 0.3058 0.15
H -1.6358 -0.8907 -1.7028 0.11
H 2.3008 -1.6529 -0.7680 -0.10
```


three | Entry from the OMol25 dataset: CH7N4S as an isolated structure (ωB97M-V with the def2-TZVPD basis set).

Output
Total charge: +1
Frontier orbital gap (eV): 9.3
Spin multiplicity: 1

Structure (XYZ):
```
13
Properties=species:S:1:pos:R:3:lowdin_charge:R:1
C 0.1286 0.4116 1.0843 -0.86
N -0.9745 1.0589 1.3508 0.15
N 0.2098 -1.7386 -0.0339 0.06
N -0.2738 -0.5781 -0.1350 -0.12
N 0.3213 0.3882 -1.5155 0.18
S 1.6573 0.2969 1.6164 0.76
H -1.8101 0.8273 0.8350 0.13
H -0.9289 1.5722 2.2023 0.12
H 1.1651 -1.8351 0.3051 0.09
H -0.2768 -2.4538 -0.5167 0.13
H 1.1524 0.8973 -1.3199 0.10
H -0.0112 -0.0097 -2.3742 0.13
H -0.3594 1.1629 -1.4986 0.13
```


Stability order, top to bottom: three, one, two


one | Entry from the OMol25 dataset: the molecule C14H18N2O6 (ωB97M-V with the def2-TZVPD basis set).

Output
SMILES: N[C@@H](Cc1ccc(O)cc1)C(=O)N[C@@H](CCC(=O)O)C(=O)O
Total charge: 0
Frontier orbital gap (eV): 9.3
Spin multiplicity: 1

Structure (XYZ):
```
40
Properties=species:S:1:pos:R:3:lowdin_charge:R:1
N 2.5427 3.1637 -0.1670 0.02
C 1.8697 1.9081 -0.1754 -0.28
C 2.1735 1.1106 -1.5532 -0.04
C 0.9512 0.3095 -2.0731 -0.25
C -0.2326 1.0105 -2.1910 -0.05
C -1.4624 0.4328 -2.4018 -0.02
C -1.5415 -0.8940 -2.6303 -0.34
O -2.7775 -1.5099 -2.8663 0.02
C -0.4090 -1.6691 -2.5002 -0.02
C 0.8749 -1.0757 -2.1320 0.00
C 2.4030 1.1426 1.1664 -0.44
O 3.5746 0.8750 1.4846 0.03
N 1.4594 0.4906 1.7446 0.12
C 0.0780 0.1868 1.6191 -0.21
C -0.3293 -1.0631 2.5220 -0.04
C -1.7311 -1.7419 2.2066 -0.06
C -1.6119 -2.2470 0.8024 -0.56
O -0.4796 -2.5866 0.4302 0.06
O -2.7244 -2.2306 0.1589 0.16
C -0.7512 1.4061 2.0675 -0.40
O -0.4653 2.3232 2.7729 0.15
O -2.0739 1.0667 1.6423 0.05
H 3.5225 3.0403 -0.2658 0.06
H 2.4303 3.3903 0.8989 0.13
H 0.8529 2.1521 0.0965 0.11
H 2.6314 1.7055 -2.3205 0.10
H 2.7956 0.1607 -1.3236 0.14
H -0.1762 2.1284 -2.1566 0.14
H -2.3118 0.9566 -2.1119 0.11
H -2.5501 -2.2941 -3.4080 0.11
H -0.4830 -2.6994 -2.7252 0.10
H 1.6422 -1.8468 -1.9227 0.12
H 1.8815 -0.1234 2.3687 0.13
H -0.0972 0.1485 0.6470 0.09
H 0.4460 -1.7226 2.1236 0.11
H -0.1849 -0.7296 3.5539 0.13
H -2.6026 -1.1848 2.1704 0.08
H -1.9897 -2.4314 3.0267 0.14
H -2.4401 -2.6644 -0.7377 0.18
H -2.7040 1.6053 2.1590 0.13
```


two | Entry from the OMol25 dataset: the molecule C14H18N2O6 (ωB97M-V with the def2-TZVPD basis set).

Output
SMILES: N[C@@H](CCC(=O)O)C(=O)N[C@@H](Cc1ccc(O)cc1)C(=O)O
Total charge: 0
Frontier orbital gap (eV): 9.2
Spin multiplicity: 1

Structure (XYZ):
```
40
Properties=species:S:1:pos:R:3:lowdin_charge:R:1
N -0.5492 -2.0190 -1.5312 0.08
C -0.6016 -0.9211 -0.5705 -0.33
C -2.0136 -0.4239 -0.4513 -0.16
C -3.0410 -1.5525 -0.2387 -0.09
C -4.4682 -1.0835 -0.0165 -0.52
O -5.1359 -1.3340 0.9462 0.11
O -4.9155 -0.3284 -1.0514 0.09
C 0.0188 -1.2693 0.8016 -0.45
O -0.7294 -1.4305 1.7814 0.05
N 1.3391 -1.3490 0.9184 0.12
C 2.3240 -0.9195 -0.0826 -0.19
C 2.9371 0.4509 0.2859 -0.10
C 2.0030 1.6009 0.1990 -0.21
C 1.9315 2.4992 -0.8802 -0.03
C 0.8853 3.4226 -1.0005 -0.01
C -0.0683 3.5532 0.0400 -0.33
O -1.1061 4.4149 -0.0505 0.05
C 0.0026 2.7056 1.1431 -0.02
C 1.0394 1.8235 1.2321 -0.04
C 3.5134 -1.8749 -0.2712 -0.49
O 4.6443 -1.5078 -0.3737 0.14
O 3.2424 -3.1770 -0.2698 0.13
H 0.2543 -1.9118 -2.1501 0.08
H -0.5459 -2.9069 -1.0452 0.09
H -0.0492 -0.0660 -0.9334 0.13
H -2.2410 0.2204 -1.3203 0.13
H -2.0285 0.3206 0.3693 0.13
H -2.9737 -2.2215 -1.1017 0.12
H -2.6829 -2.1400 0.6186 0.12
H -5.8461 -0.0844 -0.8440 0.14
H 1.5792 -1.3966 1.9163 0.18
H 1.8033 -0.8407 -1.0301 0.14
H 3.7878 0.5122 -0.3761 0.11
H 3.3898 0.2913 1.2713 0.14
H 2.6614 2.5832 -1.6777 0.11
H 0.7592 4.0867 -1.8417 0.11
H -0.9026 5.1429 -0.6553 0.11
H -0.7399 2.9645 1.9163 0.14
H 1.1304 1.1889 2.1022 0.11
H 2.3423 -3.3319 0.0714 0.12
```


Stability order, top to bottom: two, one